# 1
The following is a quantum chemistry calculation of a molecular structure, C36H44BBaN3O3P, from the OMol25 dataset.

Geometry (Å):
Ba  -0.0374  -1.3427  -0.9635
C  2.1218  0.6189  1.7159
C  2.8203  1.5374  0.7238
C  4.2003  1.9496  1.2257
C  1.9817  2.7779  0.4758
C  2.5516  3.7243  -0.5796
O  1.3714  4.2518  -1.2270
C  0.3780  3.4019  -0.8939
N  0.6256  2.5017  -0.0311
C  -0.9360  3.6708  -1.4940
C  -1.0644  4.7738  -2.3323
C  -2.2991  5.1341  -2.8447
C  -3.4195  4.3966  -2.5065
C  -3.2984  3.2894  -1.6786
C  -2.0638  2.8970  -1.1661
P  -1.9429  1.3662  -0.1616
C  -1.8865  1.8999  1.5744
C  -2.1131  3.2132  1.9702
C  -2.0421  3.5600  3.3121
C  -1.7550  2.5970  4.2685
C  -1.5365  1.2818  3.8823
C  -1.5980  0.9400  2.5405
C  -3.6368  0.6783  -0.3032
C  -3.9680  0.0311  -1.4967
C  -5.1906  -0.6022  -1.6513
C  -6.0993  -0.6164  -0.6000
C  -5.7835  0.0222  0.5894
C  -4.5638  0.6719  0.7362
H  2.6920  -0.2958  1.8717
H  1.1153  0.3617  1.3705
H  1.9936  1.1165  2.6809
H  2.9308  1.0227  -0.2369
H  4.1130  2.5325  2.1464
H  4.7300  2.5574  0.4895
H  4.8213  1.0792  1.4330
H  1.8582  3.3009  1.4350
H  3.1410  3.1888  -1.3305
H  3.1210  4.5619  -0.1876
H  -0.1850  5.3547  -2.5696
H  -2.3820  5.9951  -3.4928
H  -4.3945  4.6785  -2.8804
H  -4.1885  2.7312  -1.4257
H  -2.3380  3.9706  1.2297
H  -2.2139  4.5854  3.6108
H  -1.7021  2.8692  5.3140
H  -1.3135  0.5267  4.6245
H  -1.4225  -0.0920  2.2460
H  -3.2699  0.0461  -2.3307
H  -5.4374  -1.0815  -2.5898
H  -7.0527  -1.1141  -0.7128
H  -6.4926  0.0248  1.4064
H  -4.3364  1.1770  1.6659
C  -2.5210  -3.4141  -1.6292
N  -1.9495  -3.3430  -0.2864
C  -2.9623  -2.8585  0.6521
C  -1.4702  -4.6596  0.1405
C  -0.1957  -5.0775  -0.5613
N  0.8813  -4.0809  -0.4522
C  2.0380  -4.5546  -1.2220
C  1.2902  -3.8855  0.9448
H  -3.3737  -4.1029  -1.6778
H  -1.7766  -3.7576  -2.3519
H  -2.8866  -2.4283  -1.9293
H  -3.8208  -3.5395  0.7117
H  -3.3310  -1.8827  0.3352
H  -2.5299  -2.7696  1.6494
H  -2.2462  -5.4211  -0.0199
H  -1.3007  -4.6151  1.2166
H  -0.3834  -5.2571  -1.6238
H  0.1328  -6.0415  -0.1423
H  2.3797  -5.5312  -0.8546
H  2.8521  -3.8378  -1.1398
H  1.7642  -4.6541  -2.2713
H  1.5010  -4.8419  1.4412
H  0.5041  -3.3848  1.5165
H  2.1851  -3.2619  0.9700
O  3.5618  -0.4151  -2.3112
B  2.5291  -1.0396  -1.5843
O  3.1402  -1.5422  -0.3695
C  4.4751  -1.2243  -0.4244
C  5.4671  -1.5017  0.4905
C  6.7456  -1.0407  0.1837
C  6.9960  -0.3380  -0.9910
C  5.9838  -0.0727  -1.9106
C  4.7235  -0.5359  -1.5982
H  5.2628  -2.0470  1.4022
H  7.5579  -1.2340  0.8707
H  8.0003  0.0047  -1.1973
H  6.1724  0.4647  -2.8289

- LUMO: -2.426 eV
- Energy relative to the best compared isomer or geometry (same formula, charge and spin): 2.3 kcal per mole
- Charge: +1
- HOMO level: -0.357 Eh
- Frontier orbital gap: 7.2857 eV

***

# 2
The following is a quantum chemistry calculation of 2 unconnected molecules or ions with the total composition C2H6NO2P, from the OMol25 dataset.

Geometry (Å):
C  0.7513  0.1893  -1.3381
C  -0.5514  0.2839  1.1002
N  0.6400  -1.0316  -1.3077
O  -1.1766  -0.9133  0.7437
O  0.7744  0.2946  1.7428
P  -0.0091  1.4782  -0.2643
H  1.4491  0.5973  -2.1396
H  -1.0649  0.8064  1.9757
H  1.2706  -1.6989  -1.7354
H  -0.9548  -1.4128  -0.0873
H  0.7011  -0.1940  2.5954
H  -1.8297  1.6009  -1.2855

- LUMO: -0.458 eV
- Energy relative to the best compared isomer or geometry (same formula, charge and spin): 112.6 kcal per mole
- Charge: 0
- HOMO level: -0.346 Eh
- Frontier orbital gap: 8.9686 eV

***

# 3
The following is a quantum chemistry calculation of a molecular structure, C18H15AsCl5F6NPPdS, from the OMol25 dataset.

Geometry (Å):
Pd  0.0853  0.7334  0.3048
S  -2.5208  -2.2531  -3.2758
C  -3.9456  -2.1476  -2.3505
C  -3.7220  -1.5327  -1.1644
C  -2.3605  -1.1391  -0.9796
C  -1.5805  -1.4777  -2.0497
C  -0.2249  -1.0653  -2.4254
C  0.4399  -1.7337  -3.4572
C  1.5753  -1.1861  -4.0150
C  2.0148  0.0423  -3.5465
C  1.3518  0.5970  -2.4713
N  0.2949  0.0399  -1.8705
H  -4.8720  -2.5550  -2.7206
H  -4.4846  -1.3732  -0.4152
H  0.0428  -2.6690  -3.8271
H  2.0899  -1.6936  -4.8200
H  2.8598  0.5536  -3.9849
H  1.6691  1.5430  -2.0611
Cl  -3.3415  1.6541  -0.1744
C  -2.8074  0.4052  0.8892
C  -2.0059  -0.6204  0.3686
C  -1.3501  -1.4541  1.2956
Cl  -0.2770  -2.6761  0.7259
C  -1.6440  -1.3887  2.6524
Cl  -0.8710  -2.4393  3.7620
C  -2.6187  -0.4976  3.1074
Cl  -3.1237  -0.5369  4.7347
C  -3.1594  0.4420  2.2321
Cl  -4.2176  1.6533  2.8157
C  3.7847  1.8269  -0.7952
As  2.6273  0.8580  0.4610
C  3.6381  1.2798  2.0621
C  3.2317  -0.9683  0.1525
H  4.7517  1.9736  -0.3170
H  3.3602  2.8007  -1.0356
H  3.9306  1.2574  -1.7109
H  4.6775  1.0018  1.8845
H  3.2383  0.7394  2.9134
H  3.5586  2.3446  2.2604
H  4.3154  -1.0062  0.0427
H  2.7574  -1.3691  -0.7435
H  2.9294  -1.5709  1.0083
F  0.9564  0.5070  3.0248
P  0.3390  1.9236  3.6087
F  1.5373  2.0227  4.6584
F  -0.3257  3.2821  4.1079
F  -0.8381  1.7620  2.4509
F  1.2085  2.7408  2.5079
F  -0.5603  1.0732  4.6274

- LUMO (spin up / spin down): -0.732 / -1.102 eV
- Energy relative to the best compared isomer or geometry (same formula, charge and spin): 0.0 kcal per mole
- Multiplicity: 2
- Charge: 0
- HOMO level (spin up / spin down): -0.311 / -0.329 Eh
- Frontier orbital gap (spin up / spin down): 7.7286 / 7.8382 eV

***

# 4
The following is a quantum chemistry calculation of 2 unconnected molecules or ions with the total composition C5H15NO2, from the OMol25 dataset.

Geometry (Å):
C  0.0673  0.7326  -2.3547
N  0.6325  -0.0918  -1.2573
C  -0.3310  -1.0726  -0.7038
C  -1.1492  -0.3566  0.4258
C  -2.2736  0.5900  -0.0148
O  -0.1739  0.3279  1.2502
C  0.3440  -2.3115  -0.1256
H  -0.9304  0.4707  -2.6804
H  0.7859  0.7923  -3.1760
H  -0.0530  1.7428  -1.9492
H  1.4593  -0.5650  -1.5879
H  -1.0888  -1.2678  -1.4923
H  -1.5389  -1.0488  1.1754
H  -1.8552  1.6048  -0.1462
H  -3.1642  0.3610  0.5718
H  -2.4486  0.4663  -1.0935
H  -0.1154  1.2396  0.9685
H  1.3440  -1.9678  0.1177
H  -0.2295  -2.6206  0.7453
H  0.3593  -3.1561  -0.8242
H  1.5061  1.7058  2.6515
H  2.7773  1.6578  1.6205
O  2.4724  1.6606  2.5409

- LUMO (spin up / spin down): 3.891 / 3.721 eV
- Energy relative to the best compared isomer or geometry (same formula, charge and spin): 35.1 kcal per mole
- Multiplicity: 2
- Charge: -1
- HOMO level (spin up / spin down): 0.040 / -0.200 Eh
- Frontier orbital gap (spin up / spin down): 2.7935 / 9.1734 eV

***

# 5
The following is a quantum chemistry calculation of 2 unconnected molecules or ions with the total composition C17H26N3O2, from the OMol25 dataset.

Geometry (Å):
C  5.9570  -1.2279  -3.4180
O  5.3547  0.0451  -3.4164
C  3.9546  0.0410  -3.3990
C  3.3131  1.2890  -3.3725
C  1.9480  1.3947  -3.3558
C  1.1421  0.2285  -3.3713
C  -0.2539  0.2620  -3.3746
O  -1.0058  -0.8761  -3.4337
C  -2.3939  -0.6298  -3.4486
C  1.7931  -1.0237  -3.3992
C  3.1575  -1.1124  -3.4102
H  7.0417  -1.1073  -3.4183
H  5.6685  -1.7762  -2.5202
H  5.6680  -1.7756  -4.3159
H  3.9289  2.1699  -3.3705
H  1.4748  2.3616  -3.3375
H  -0.7765  1.2039  -3.3337
H  -2.9222  -1.5872  -3.4492
H  -2.6743  -0.0576  -2.5652
H  -2.6528  -0.0690  -4.3461
H  1.1795  -1.9082  -3.4098
H  3.6193  -2.0801  -3.4306
C  -2.7607  0.7220  0.2864
N  -2.6746  0.4418  1.7185
C  -3.8758  0.7117  2.5221
C  -3.8802  -0.1292  3.7979
C  -2.5857  0.1121  4.5741
N  -1.3978  -0.0710  3.7173
C  -0.1230  -0.3214  4.4038
C  0.9871  0.3940  3.6553
C  0.8843  0.0180  2.1751
N  -0.3681  0.2506  1.5888
C  -1.4301  0.2005  2.3350
H  -1.8787  0.3333  -0.2221
H  -3.6438  0.2444  -0.1409
H  -2.8225  1.7981  0.1154
H  -3.8766  1.7807  2.7658
H  -4.7662  0.5264  1.9107
H  -4.7633  0.0926  4.4150
H  -3.9522  -1.1943  3.5358
H  -2.5597  1.1344  4.9702
H  -2.5046  -0.5611  5.4355
H  -0.1893  0.0035  5.4474
H  0.0514  -1.4028  4.4235
H  0.8745  1.4790  3.7733
H  1.9764  0.1501  4.0657
H  1.6292  0.5663  1.5838
H  1.1287  -1.0442  2.0428

- LUMO: -5.316 eV
- Energy relative to the best compared isomer or geometry (same formula, charge and spin): 0.1 kcal per mole
- Charge: +1
- HOMO level: -0.357 Eh
- Frontier orbital gap: 4.4092 eV

***

# 6
The following is a quantum chemistry calculation of 2 unconnected molecules or ions with the total composition C5H12O2, from the OMol25 dataset.

Geometry (Å):
C  2.3751  0.1412  1.4363
C  0.9761  0.6607  1.1289
C  0.3178  -0.1424  0.0205
O  0.4305  -1.3553  -0.0261
C  -0.4233  0.6578  -1.0232
C  -1.3173  -0.1148  -1.9864
H  2.3461  -0.9413  1.5824
H  3.0481  0.3496  0.5978
H  2.7890  0.6093  2.3334
H  0.3255  0.5786  2.0125
H  0.9884  1.7236  0.8584
H  0.3921  1.1523  -1.5737
H  -0.9660  1.4588  -0.5098
H  -0.9529  -1.1388  -2.1254
H  -2.3461  -0.1605  -1.6166
H  -1.3350  0.3797  -2.9621
O  -2.2380  -1.0094  0.9014
H  -1.4639  -1.5204  0.6210
H  -2.9461  -1.3287  0.3309

- LUMO: 0.912 eV
- Energy relative to the best compared isomer or geometry (same formula, charge and spin): 9.9 kcal per mole
- Charge: 0
- HOMO level: -0.359 Eh
- SMILES: CCC(=O)CC.O
- Frontier orbital gap: 10.6884 eV

***

# 7
The following is a quantum chemistry calculation of a molecular structure, C28H59FO15Si2, from the OMol25 dataset.

Geometry (Å):
O  7.1861  2.3730  5.2796
C  7.4476  2.7193  4.1736
O  8.6632  2.4537  3.6013
C  6.5367  3.4473  3.2688
Si  5.3017  4.6039  4.0970
O  4.4768  3.9780  5.3766
Si  3.2906  2.8418  5.1432
C  3.9436  1.2659  4.3267
C  3.6462  1.1401  2.8532
F  3.4053  2.3704  2.2758
H  8.7677  1.5037  3.5974
H  7.1142  4.0409  2.5911
H  6.0233  2.7173  2.6742
H  4.3688  5.0522  3.0406
H  6.0286  5.7866  4.5984
H  2.1364  3.3712  4.4002
H  2.7966  2.4560  6.4793
H  3.4334  0.4705  4.8229
H  4.9969  1.1999  4.5166
H  2.7827  0.5364  2.7043
H  4.4713  0.6985  2.3406
O  3.3979  -0.5476  0.1464
C  2.6662  0.1441  -0.5098
O  1.4857  0.4881  0.0375
C  0.5934  1.4379  -0.5561
C  -0.3206  0.7968  -1.5765
C  2.9974  0.5729  -1.9184
H  1.1487  2.2835  -0.9630
H  0.0121  1.8215  0.2780
H  0.2420  0.3946  -2.4170
H  -1.0379  1.5176  -1.9644
H  -0.8734  -0.0303  -1.1308
H  2.7142  -0.2225  -2.6016
H  4.0683  0.7246  -1.9860
H  2.5168  1.4927  -2.2315
O  -2.1548  -0.4901  -3.7245
C  -2.8961  -1.4334  -3.6369
O  -3.9740  -1.3828  -2.8402
C  -4.9669  -2.4221  -2.9143
C  -4.6278  -3.6405  -2.0833
C  -2.6105  -2.7189  -4.3796
H  -5.1382  -2.6806  -3.9609
H  -5.8846  -1.9605  -2.5546
H  -3.7010  -4.1029  -2.4138
H  -5.4172  -4.3794  -2.1563
H  -4.4927  -3.3678  -1.0382
H  -1.9164  -3.3112  -3.7861
H  -2.1384  -2.4652  -5.3246
H  -3.4927  -3.3173  -4.5932
O  0.8712  5.1048  6.0205
C  0.1227  5.7136  5.3160
O  -1.0888  6.0566  5.8013
C  -1.9847  6.9218  5.1054
C  -2.8350  6.1747  4.0988
C  0.4713  6.0356  3.8782
H  -1.4423  7.7523  4.6522
H  -2.6170  7.3469  5.8817
H  -2.2270  5.7207  3.3167
H  -3.5496  6.8503  3.6288
H  -3.3837  5.3747  4.5939
H  0.2347  5.1695  3.2620
H  1.5407  6.2168  3.8244
H  -0.0365  6.9094  3.4766
O  -2.3896  -4.5816  0.1096
C  -2.2885  -4.0597  1.1821
O  -3.2258  -3.1583  1.5397
C  -3.3445  -2.6423  2.8671
C  -2.4421  -1.4560  3.1053
C  -1.1372  -4.3552  2.1183
H  -3.1898  -3.4347  3.6003
H  -4.3857  -2.3375  2.9508
H  -1.3899  -1.7168  3.0066
H  -2.6042  -1.0491  4.1045
H  -2.6564  -0.6828  2.3723
H  -0.2930  -3.7262  1.8375
H  -0.8571  -5.3962  1.9885
H  -1.3616  -4.1983  3.1705
O  3.7053  1.1444  -4.6810
C  4.5464  1.8917  -5.0874
O  5.0343  2.8216  -4.2422
C  6.1531  3.6516  -4.5596
C  5.7465  4.8836  -5.3406
C  5.0149  1.8670  -6.5255
H  6.9258  3.0748  -5.0686
H  6.5632  3.9421  -3.5951
H  5.3135  4.6237  -6.3062
H  6.6102  5.5250  -5.5136
H  4.9976  5.4476  -4.7863
H  4.3168  2.4474  -7.1261
H  4.9960  0.8367  -6.8671
H  6.0207  2.2508  -6.6777
O  -5.5031  -6.3319  -3.5250
C  -6.3420  -7.1727  -3.3804
O  -6.9619  -7.2590  -2.1879
C  -8.0864  -8.1075  -1.9544
C  -7.6716  -9.5201  -1.5996
C  -6.6653  -8.1766  -4.4658
H  -8.7721  -8.0779  -2.8019
H  -8.6059  -7.6516  -1.1147
H  -7.1307  -9.9982  -2.4158
H  -8.5474  -10.1257  -1.3674
H  -7.0135  -9.5094  -0.7320
H  -5.9457  -8.9912  -4.4082
H  -6.5550  -7.6811  -5.4256
H  -7.6713  -8.5857  -4.4152

- LUMO: 0.571 eV
- Charge: 0
- HOMO level: -0.354 Eh
- Frontier orbital gap: 10.1912 eV

***

# 8
The following is a quantum chemistry calculation of a single C6H9N molecule, from the OMol25 dataset.

Geometry (Å):
C  1.4629  -1.7994  -1.3392
C  0.9189  -0.9884  -0.4711
C  0.3331  -0.1940  0.3904
C  1.0586  0.4512  1.5473
C  -1.1470  0.0553  0.2766
C  -1.7047  0.6776  -0.9434
N  -1.6676  1.4219  0.3151
H  1.4919  -2.8734  -1.1667
H  1.8971  -1.4338  -2.2671
H  0.9588  1.5434  1.5104
H  2.1230  0.2049  1.5376
H  0.6319  0.1248  2.5033
H  -1.7653  -0.6483  0.8356
H  -2.6962  0.4170  -1.3047
H  -0.9919  0.9474  -1.7202
H  -0.9036  2.0937  0.2960

- LUMO: 1.029 eV
- Energy relative to the best compared isomer or geometry (same formula, charge and spin): 67.1 kcal per mole
- Charge: 0
- HOMO level: -0.341 Eh
- SMILES: C=C=C(C)[C@@H]1CN1
- Frontier orbital gap: 10.3112 eV